(1)
17
Properties=species:S:1:pos:R:3:nbo_charge:R:1 method="wB97M-V/def2-TZVPD" lumo_energy_ev=-3.489 total_charge=+1 e_above_lowest_kj_mol=91.22 homo_energy_ha=-0.555 gap_ha=0.427
C -1.74 -1.39 -1.83 -0.63
C -0.96 -0.17 -1.43 -0.21
N 1.43 -0.46 1.34 -0.72
C 0.59 -0.02 0.43 0.40
N 0.31 -0.59 -0.72 -0.51
H -1.68 -2.07 -0.94 0.21
H -2.79 -1.20 -1.95 0.26
H -1.30 -1.88 -2.69 0.23
H -0.59 0.49 -2.23 0.22
H -1.50 0.51 -0.74 0.21
H 2.12 -1.16 1.18 0.42
H 1.57 0.10 2.17 0.45
H 0.22 1.01 0.49 0.23
H 0.65 -1.53 -0.90 0.42
H 0.40 2.67 2.51 0.49
H 1.94 3.11 2.92 0.51
O 1.34 2.59 2.39 -1.00

=====

(2)
140
Properties=species:S:1:pos:R:3:mulliken_charge:R:1 method="wB97M-V/def2-TZVPD" lumo_energy_ev=-1.577 homo_energy_ha=-0.328 gap_ha=0.270 smiles="CC(C)CC[C@@]1([PH2]=N)[C@@H](CCCCN)C(=O)O[C@]1(S)CCC(N)=O.O=C1C=C(O)C(=O)C=C1O.O=C1C=C(O)C(=O)C=C1O.O=C1C=C(O)C(=O)C=C1O.O=C1C=C(O)C(=O)C=C1O.O=C1C=C(O)C(=O)C=C1O.O=C1C=C(O)C(=O)C=C1O"
C 2.35 -2.20 3.86 -2.03
C 2.15 -0.87 4.61 1.02
C 1.14 -1.09 5.74 -1.74
C 1.70 0.18 3.59 -0.33
C 1.09 1.43 4.23 -1.74
C 0.78 2.65 3.33 2.91
P 0.90 2.23 1.53 0.06
N 0.40 3.37 0.56 0.16
C -0.65 3.29 3.34 0.86
C -1.54 3.08 4.55 -0.93
C -2.99 3.58 4.36 -1.24
C -3.51 3.64 2.93 -0.84
C -3.90 2.28 2.32 -0.69
N -3.18 1.93 1.09 -0.29
C -0.29 4.77 3.19 -0.17
O -1.03 5.71 3.24 -0.60
O 1.06 4.93 3.03 -0.26
C 1.69 3.83 3.68 0.80
S 1.59 4.24 5.51 -0.26
C 3.17 3.63 3.33 -1.24
C 3.73 4.61 2.27 -0.64
C 4.32 3.81 1.11 0.34
N 3.75 4.00 -0.17 -0.37
O 5.22 3.02 1.30 -0.58
H 3.09 -2.82 4.36 0.48
H 2.65 -2.03 2.83 0.42
H 1.41 -2.76 3.84 0.42
H 3.12 -0.58 5.00 0.53
H 0.13 -0.97 5.36 0.29
H 1.23 -2.11 6.10 0.48
H 1.29 -0.42 6.58 0.33
H 2.59 0.47 3.04 0.29
H 0.98 -0.29 2.93 0.37
H 0.17 1.13 4.73 0.19
H 1.77 1.72 5.03 0.54
H 0.09 1.09 1.47 -0.27
H 2.20 1.78 1.27 0.17
H 1.12 3.66 -0.08 -0.50
H -1.15 2.96 2.43 -1.60
H -1.11 3.60 5.39 0.28
H -1.56 2.03 4.83 0.33
H -3.62 2.88 4.90 0.53
H -3.14 4.54 4.84 0.46
H -2.84 4.16 2.26 0.57
H -4.41 4.26 2.97 0.54
H -4.95 2.29 2.07 0.38
H -3.78 1.50 3.07 0.27
H -2.29 2.41 1.01 0.01
H -3.73 2.10 0.27 0.26
H 1.11 5.48 5.36 0.21
H 3.36 2.62 2.99 0.25
H 3.75 3.76 4.23 0.76
H 2.98 5.30 1.91 0.42
H 4.56 5.18 2.68 0.46
H 3.26 3.16 -0.45 0.18
H 3.09 4.76 -0.14 0.14
O 5.01 -9.31 3.12 -0.63
C 4.56 -8.36 3.74 0.92
C 4.41 -8.31 5.18 -0.96
C 3.88 -7.22 5.75 0.19
O 3.70 -7.09 7.05 -0.58
C 3.45 -6.02 4.94 1.20
O 2.97 -5.08 5.55 -0.62
C 3.62 -6.06 3.50 -0.99
C 4.15 -7.15 2.93 0.36
O 4.34 -7.28 1.63 -0.56
H 4.72 -9.18 5.75 0.44
H 3.31 -6.20 7.18 0.37
H 3.32 -5.19 2.93 0.53
H 4.73 -8.17 1.50 0.37
O -1.07 10.04 -2.70 -0.63
C -0.43 9.05 -2.39 0.96
C 1.01 9.01 -2.29 -0.87
C 1.61 7.86 -1.95 0.20
O 2.93 7.72 -1.86 -0.64
C 0.82 6.60 -1.67 0.77
O 1.48 5.60 -1.41 -0.37
C -0.62 6.64 -1.73 -0.90
C -1.21 7.80 -2.08 0.19
O -2.52 7.94 -2.17 -0.59
H 1.57 9.91 -2.50 0.46
H 3.09 6.78 -1.63 0.35
H -1.17 5.75 -1.50 0.76
H -2.68 8.87 -2.43 0.37
O -0.85 -0.87 -4.90 -0.59
C -0.80 0.22 -4.35 1.40
C 0.40 0.82 -3.82 -0.92
C 0.32 2.01 -3.21 0.25
O 1.35 2.64 -2.67 -0.71
C -0.99 2.75 -3.07 0.92
O -0.94 3.81 -2.48 -0.26
C -2.19 2.16 -3.62 -1.35
C -2.11 0.97 -4.23 0.33
O -3.14 0.34 -4.77 -0.66
H 1.33 0.27 -3.91 0.53
H 1.02 3.48 -2.29 0.12
H -3.12 2.70 -3.52 0.52
H -2.80 -0.49 -5.13 0.20
O 0.53 -3.60 0.78 -0.69
C -0.51 -3.19 0.30 1.33
C -1.28 -3.89 -0.70 -1.05
C -2.40 -3.33 -1.18 0.14
O -3.17 -3.89 -2.10 -0.63
C -2.89 -1.98 -0.70 1.11
O -3.91 -1.56 -1.20 -0.64
C -2.12 -1.28 0.31 -0.82
C -1.01 -1.85 0.78 -0.48
O -0.23 -1.30 1.71 -0.25
H -0.92 -4.85 -1.04 0.55
H -3.89 -3.26 -2.28 0.24
H -2.48 -0.32 0.66 0.88
H 0.50 -1.94 1.85 -0.01
O -2.31 -4.57 -7.76 -0.66
C -3.25 -3.96 -7.28 1.17
C -3.28 -3.46 -5.92 0.02
C -4.37 -2.81 -5.48 -0.60
O -4.49 -2.31 -4.26 -0.26
C -5.58 -2.60 -6.36 0.94
O -6.52 -2.01 -5.86 -0.65
C -5.54 -3.08 -7.72 -1.07
C -4.45 -3.73 -8.16 0.23
O -4.32 -4.21 -9.39 -0.59
H -2.41 -3.62 -5.29 0.22
H -5.37 -1.90 -4.21 0.33
H -6.41 -2.91 -8.35 0.45
H -3.44 -4.62 -9.43 0.39
O 0.34 -7.64 -5.36 -0.64
C 0.55 -6.60 -4.76 1.16
C 1.45 -6.47 -3.63 -0.95
C 1.58 -5.28 -3.03 0.14
O 2.38 -5.07 -2.00 -0.64
C 0.83 -4.06 -3.50 1.11
O 1.02 -3.03 -2.87 -0.69
C -0.05 -4.18 -4.64 -1.39
C -0.19 -5.37 -5.23 0.12
O -0.97 -5.59 -6.28 -0.45
H 1.98 -7.35 -3.30 0.48
H 2.28 -4.12 -1.77 0.37
H -0.58 -3.30 -4.97 1.17
H -0.88 -6.54 -6.50 0.33

=====

(3)
17
Properties=species:S:1:pos:R:3:nbo_charge:R:1 method="wB97M-V/def2-TZVPD" lumo_energy_ev=7.053 total_charge=-2 e_above_lowest_kj_mol=23.42 homo_energy_ha=0.010 gap_ha=0.249
C -0.81 -2.26 -1.27 0.01
O -0.35 -3.09 -2.22 -0.98
C 0.23 -1.21 -0.73 -0.45
C -0.33 0.13 -0.29 -0.42
C 0.74 1.19 0.09 -0.03
O 0.19 2.37 0.58 -0.86
H -1.68 -1.61 -1.57 0.05
H -1.17 -2.81 -0.34 0.04
H 0.86 -1.02 -1.60 0.18
H 0.90 -1.69 -0.02 0.16
H -0.83 0.54 -1.16 0.17
H -1.05 0.15 0.55 0.18
H 1.29 1.39 -0.83 0.11
H 1.45 0.75 0.82 0.13
H 0.36 2.52 1.70 0.50
H -0.29 2.06 3.23 0.41
O 0.50 2.61 3.06 -1.22

=====

(4)
68
Properties=species:S:1:pos:R:3:nbo_charge:R:1 method="wB97M-V/def2-TZVPD" lumo_energy_ev=0.273 homo_energy_ha=-0.281 gap_ha=0.291
Ta 0.13 -0.02 -0.17 2.33
N 1.90 -0.40 -1.05 -0.82
N -0.67 -1.88 -0.21 -0.80
N 0.06 1.98 -0.06 -0.78
N -1.66 0.67 -0.75 -0.81
H 1.68 -1.76 -2.69 0.17
C 2.14 -1.69 -1.69 -0.41
H 1.72 -2.49 -1.08 0.21
H 3.22 -1.83 -1.81 0.19
H 3.39 0.57 -2.21 0.19
C 3.03 0.52 -1.17 -0.42
H 3.85 0.18 -0.52 0.19
H 2.75 1.53 -0.85 0.21
C -1.15 -2.40 -1.49 -0.41
H -2.23 -2.62 -1.44 0.19
H -0.98 -1.69 -2.31 0.21
H -0.61 -3.34 -1.72 0.19
H -1.91 -2.91 1.14 0.18
C -0.85 -2.85 0.85 -0.41
H -0.52 -3.84 0.51 0.18
H -0.28 -2.57 1.74 0.22
C 0.74 3.21 0.17 -0.04
H 1.41 3.40 -0.69 0.17
C 1.63 3.13 1.41 -0.60
H 2.33 2.29 1.38 0.22
H 2.21 4.06 1.47 0.21
H 1.02 3.04 2.32 0.22
C -0.21 4.40 0.26 -0.62
H 0.39 5.29 0.51 0.22
H -0.71 4.58 -0.69 0.21
H -0.95 4.26 1.05 0.21
H -4.78 1.15 -2.01 0.22
C -3.75 1.49 -1.83 -0.62
H -3.78 2.33 -1.12 0.21
H -3.35 1.83 -2.79 0.21
C -2.94 0.32 -1.31 -0.04
H -2.75 -0.32 -2.19 0.17
C -3.75 -0.55 -0.34 -0.61
H -3.18 -0.80 0.57 0.22
H -4.65 -0.01 -0.02 0.20
H -4.06 -1.48 -0.83 0.21
H -1.90 2.74 -0.37 0.18
C -1.18 2.02 -0.79 0.17
C 0.36 0.62 -2.97 -0.47
H 1.29 1.12 -2.70 0.21
H 0.49 -0.37 -3.40 0.20
C -0.75 1.38 -3.16 -0.13
H -1.48 1.13 -3.92 0.21
C -0.95 2.60 -2.36 -0.51
H -0.10 3.29 -2.34 0.22
H -1.85 3.16 -2.61 0.22
C -1.66 -1.11 5.41 -0.22
C -2.28 -0.65 4.23 -0.22
C -1.51 -0.26 3.13 -0.21
C -0.10 -0.41 3.14 0.03
C 0.73 -0.24 1.97 -0.46
C 2.12 -0.32 2.13 -0.15
C 2.72 -0.59 3.38 -0.24
C 1.93 -0.85 4.49 -0.17
C 0.52 -0.79 4.39 -0.10
C -0.29 -1.14 5.49 -0.17
H -2.27 -1.42 6.26 0.21
H -3.36 -0.60 4.17 0.21
H -1.99 0.17 2.25 0.22
H 2.78 -0.18 1.27 0.20
H 3.80 -0.62 3.46 0.21
H 2.38 -1.09 5.45 0.21
H 0.21 -1.46 6.42 0.21

=====

(5)
41
Properties=species:S:1:pos:R:3:nbo_charge:R:1 method="wB97M-V/def2-TZVPD" lumo_energy_ev=-3.811 total_charge=+1 homo_energy_ha=-0.427 gap_ha=0.287
N -1.01 -4.94 -1.12 -1.10
B -1.00 -3.55 -1.67 0.83
O -0.97 -3.26 -3.09 -0.86
P -0.97 -1.96 -0.55 0.88
C 0.75 -1.20 -0.37 -0.73
C 1.96 -2.21 -0.75 -0.42
C 3.38 -1.42 -0.85 -0.53
S 3.48 0.05 0.28 -0.07
C -2.28 -0.80 -1.24 -0.79
C -2.47 0.57 -0.44 0.56
O -3.54 0.89 0.12 -0.48
C -1.20 1.56 -0.44 -0.18
C -0.66 2.16 0.87 -0.20
C 0.60 3.06 0.79 -0.21
C 1.22 3.30 -0.60 -0.20
C 0.67 2.73 -1.92 -0.22
C -0.58 1.83 -1.86 -0.24
H -1.64 -4.89 -0.29 0.39
H -0.06 -5.07 -0.71 0.41
H -0.99 -4.13 -3.57 0.52
H -1.39 -2.35 0.78 0.07
H 0.93 -0.25 -0.96 0.32
H 0.88 -0.95 0.75 0.29
H 1.82 -2.67 -1.81 0.23
H 2.03 -3.08 0.00 0.22
H 4.23 -2.16 -0.65 0.24
H 3.53 -1.02 -1.92 0.24
H 4.18 1.00 -0.46 0.17
H -3.28 -1.38 -1.17 0.29
H -2.04 -0.52 -2.34 0.30
H -1.20 1.92 1.86 0.29
H 1.01 3.49 1.77 0.26
H 2.16 3.93 -0.65 0.24
H 1.14 2.90 -2.94 0.24
H -1.06 1.34 -2.78 0.22
C -1.10 2.70 4.94 -0.25
O -1.41 2.88 3.57 -0.75
H -0.35 1.91 5.04 0.18
H -0.70 3.63 5.35 0.17
H -2.00 2.41 5.49 0.17
H -2.07 3.58 3.51 0.48

=====

(6)
23
Properties=species:S:1:pos:R:3:nbo_charge:R:1 method="wB97M-V/def2-TZVPD" lumo_energy_ev=-12.609 total_charge=+2 e_above_lowest_kj_mol=1061.64 homo_energy_ha=-0.686 gap_ha=0.223
C 1.76 0.07 -1.79 -0.70
C 1.08 -0.42 -0.55 0.16
C 0.62 0.62 0.48 -0.50
C -0.88 0.84 0.42 -0.23
N -3.46 0.84 0.00 -0.02
C -3.00 -0.38 0.29 -0.24
N -1.61 -0.40 0.80 -0.57
N 3.05 -0.71 0.87 -0.69
H 2.47 0.81 -1.38 0.24
H 1.17 0.57 -2.56 0.31
H 2.44 -0.66 -2.23 0.28
H 0.23 -1.09 -0.69 0.25
H 1.22 1.51 0.28 0.27
H 1.02 0.31 1.45 0.29
H -1.24 0.93 -0.60 0.21
H -1.19 1.71 1.02 0.26
H -4.48 1.04 0.04 0.42
H -3.52 -1.09 0.96 0.33
H -3.00 -0.88 -0.74 0.46
H -1.67 -0.49 1.82 0.42
H 4.01 -0.85 0.54 0.42
H 2.19 -0.81 0.08 0.23
H 2.79 -1.49 1.48 0.39

=====

(7)
24
Properties=species:S:1:pos:R:3:nbo_charge:R:1 method="wB97M-V/def2-TZVPD" lumo_energy_ev=-0.075 e_above_lowest_kj_mol=1821.93 homo_energy_ha=-0.306 gap_ha=0.303
O 1.87 -1.17 0.24 -1.01
H 0.99 -1.40 -0.04 0.46
H 1.83 -1.16 1.20 0.42
O 0.45 -0.90 -0.89 -0.93
H 1.17 -1.29 -1.38 0.50
H -0.34 -1.30 -1.26 0.42
O 0.60 2.21 2.02 -0.96
H 0.68 1.49 1.39 0.46
H 1.23 2.00 2.71 0.43
O -0.16 0.62 0.39 -0.87
H -0.43 0.01 -0.31 0.49
H 0.71 0.31 0.65 0.49
O 1.90 1.03 0.82 -0.90
H 2.49 0.50 1.36 0.48
H 2.46 1.75 0.50 0.51
O -1.87 0.02 0.99 -1.05
H -0.96 0.24 0.77 0.41
H -2.38 0.38 0.27 0.42
O -1.16 -1.64 -1.83 -0.87
H -1.31 -0.83 -1.35 0.46
H -1.75 -2.28 -1.42 0.49
O -1.83 0.38 -1.27 -0.88
H -1.46 0.87 -2.01 0.51
H -2.71 0.15 -1.56 0.51

=====

(8)
38
Properties=species:S:1:pos:R:3:nbo_charge:R:1 method="wB97M-V/def2-TZVPD" lumo_energy_ev="-3.828 / -3.494" total_charge=+1 multiplicity=4 e_above_lowest_kj_mol=0.00 homo_energy_ha="-0.452 / -0.455" gap_ha="0.312 / 0.327"
Cr 0.04 0.60 -0.25 1.19
O 2.72 2.84 1.74 -0.67
C 1.94 1.81 1.33 0.73
O 0.85 2.14 0.62 -0.81
C 2.79 0.80 0.59 -0.14
O 1.89 -0.31 0.37 -0.52
C 1.79 -1.07 1.58 -0.20
C 1.39 -0.20 2.76 0.74
O 0.99 -0.71 3.77 -0.54
O 1.44 1.13 2.60 -0.54
H 2.15 3.57 2.03 0.50
H 3.09 1.21 -0.37 0.23
H 3.67 0.47 1.15 0.23
H 1.03 -1.84 1.43 0.24
H 2.74 -1.56 1.78 0.24
Cl -1.97 -2.71 0.23 0.01
C -1.11 -2.29 -1.22 0.05
C -0.46 -1.07 -1.31 -0.44
C 0.22 -0.84 -2.48 -0.04
Cl 1.04 0.74 -2.45 0.14
C 0.31 -1.69 -3.56 -0.09
Cl 1.20 -1.26 -4.95 0.10
C -0.37 -2.91 -3.45 -0.07
Cl -0.32 -4.02 -4.74 0.11
C -1.07 -3.21 -2.28 -0.11
Cl -1.89 -4.71 -2.15 0.10
N -1.59 1.75 -0.83 -0.78
C -2.36 2.07 0.40 -0.23
C -2.50 0.79 1.20 -0.23
N -1.13 0.26 1.44 -0.80
H -1.26 2.61 -1.28 0.42
H -2.18 1.27 -1.51 0.41
H -3.33 2.50 0.16 0.23
H -1.79 2.81 0.96 0.23
H -3.05 0.04 0.63 0.22
H -3.02 0.97 2.14 0.24
H -1.19 -0.72 1.68 0.43
H -0.70 0.75 2.23 0.43

=====

(9)
14
Properties=species:S:1:pos:R:3:nbo_charge:R:1 method="wB97M-V/def2-TZVPD" lumo_energy_ev=6.841 total_charge=-2 e_above_lowest_kj_mol=0.00 homo_energy_ha=-0.030 gap_ha=0.281 smiles="C[P@](=O)([O-])OP[P@@H](=O)[O-]"
C -0.37 0.95 1.00 -1.08
P -0.05 2.16 -0.26 2.37
O 0.62 3.34 0.33 -1.20
O -1.17 2.45 -1.19 -1.19
O 1.17 1.37 -1.14 -1.11
P 0.87 0.07 -2.05 0.44
P 0.59 -1.80 -0.71 1.73
O 1.59 -2.24 0.33 -1.19
O -0.84 -1.92 -0.39 -1.19
H -0.32 -0.13 0.74 0.27
H 0.28 1.16 1.85 0.22
H -1.34 1.32 1.30 0.22
H -0.50 0.31 -2.20 -0.04
H 0.83 -2.72 -1.85 -0.25

=====

(10)
73
Properties=species:S:1:pos:R:3:mulliken_charge:R:1 method="wB97M-V/def2-TZVPD" lumo_energy_ev=7.127 total_charge=-4 e_above_lowest_kj_mol=316.67 homo_energy_ha=0.207 gap_ha=0.055
Hg -0.65 1.00 -2.14 2.91
O 2.59 -2.66 -2.21 -0.86
C 3.21 -1.48 -1.66 -0.57
C 2.40 -0.10 -1.67 0.20
O 1.61 0.32 -2.76 -0.56
H 4.22 -1.42 -2.07 0.39
H 3.39 -1.61 -0.58 -0.07
H 3.08 0.63 -1.22 0.06
H 1.65 -0.27 -0.90 -0.35
O -1.12 -1.06 -3.01 -0.65
C -1.59 -2.32 -2.65 0.32
C -1.32 -3.55 -3.66 -0.85
O -0.01 -3.78 -4.18 -0.96
H -2.68 -2.35 -2.58 -0.07
H -1.09 -2.62 -1.73 -0.11
H -1.97 -3.35 -4.52 0.20
H -1.68 -4.49 -3.24 0.25
N -1.25 0.98 0.02 -0.51
S -0.49 0.19 1.14 0.93
O -1.30 -0.31 2.20 -0.68
O 0.89 0.53 1.44 -0.52
F -0.26 -1.16 0.31 -0.31
S -1.52 2.31 1.08 1.00
O -0.38 3.21 1.20 -0.74
O -2.41 2.09 2.15 -0.65
F -2.47 3.13 0.07 -0.25
N -2.24 2.00 -3.39 -0.12
S -3.21 3.18 -3.49 0.74
O -4.26 3.04 -4.53 -0.66
O -2.78 4.51 -3.07 -0.64
F -4.00 2.83 -2.12 -0.30
S -1.70 2.24 -5.00 1.07
O -1.41 3.55 -5.51 -0.65
O -2.39 1.34 -5.87 -0.60
F -0.24 1.63 -4.74 -0.21
N 1.18 -4.21 3.99 -0.06
C 2.51 -4.70 3.89 -0.55
C 3.33 -3.82 3.33 -1.23
C 2.44 -2.86 2.80 0.12
C 1.17 -3.09 3.26 -0.50
H 0.43 -4.70 4.44 0.25
H 2.74 -5.56 4.51 0.40
H 4.38 -3.99 3.15 0.42
H 2.71 -2.04 2.16 0.67
H 0.26 -2.51 3.16 0.51
N 2.27 -0.06 4.70 0.30
C 2.43 1.28 4.84 -0.50
C 3.27 1.50 5.88 -0.42
C 3.82 0.31 6.31 -0.69
C 3.13 -0.70 5.59 -0.33
H 1.72 -0.59 4.04 0.12
H 1.88 2.00 4.26 0.43
H 3.59 2.47 6.25 0.40
H 4.44 0.26 7.20 0.43
H 3.21 -1.78 5.59 0.24
C 1.08 5.09 -2.50 -1.21
C 1.28 3.60 -2.44 -0.23
O 0.35 2.98 -1.51 -0.09
H 1.89 5.75 -2.82 0.40
H 0.97 5.42 -1.46 0.29
H 0.16 5.25 -3.06 0.22
H 2.33 3.45 -2.16 0.32
H 1.20 3.20 -3.45 0.17
H 0.41 3.40 -0.64 -0.02
C -5.14 -1.97 -0.19 -1.53
C -4.00 -1.02 0.25 0.21
O -3.73 -0.07 -0.73 -0.40
H -4.96 -2.28 -1.22 0.34
H -6.15 -1.55 -0.13 0.32
H -5.14 -2.90 0.36 0.38
H -3.05 -1.52 0.44 0.08
H -4.09 -0.60 1.26 0.33
H -2.92 0.38 -0.49 0.25

=====

(11)
45
Properties=species:S:1:pos:R:3:nbo_charge:R:1 method="wB97M-V/def2-TZVPD" lumo_energy_ev=0.480 e_above_lowest_kj_mol=0.00 homo_energy_ha=-0.289 gap_ha=0.307 smiles="O=c1[nH]c(N2CCN(c3ccccc3)CC2)nc2c1CCCC2"
O 3.66 2.85 -0.81 -0.63
C 3.22 1.78 -0.43 0.65
N 1.86 1.68 -0.11 -0.61
C 1.27 0.54 0.32 0.63
N -0.05 0.56 0.65 -0.41
C -0.73 -0.69 0.92 -0.23
C -1.91 -0.85 -0.03 -0.22
N -2.85 0.23 0.16 -0.46
C -4.20 0.07 -0.08 0.27
C -4.64 -0.93 -0.96 -0.30
C -5.98 -1.10 -1.22 -0.18
C -6.93 -0.27 -0.64 -0.26
C -6.50 0.72 0.23 -0.18
C -5.16 0.89 0.51 -0.31
C -2.33 1.41 0.81 -0.20
C -0.90 1.69 0.35 -0.23
N 1.94 -0.57 0.47 -0.58
C 3.27 -0.56 0.18 0.28
C 3.94 0.54 -0.26 -0.23
C 5.41 0.54 -0.58 -0.41
C 5.93 -0.88 -0.77 -0.39
C 5.47 -1.75 0.39 -0.39
C 3.95 -1.89 0.35 -0.44
H 1.33 2.54 -0.23 0.42
H -1.08 -0.71 1.95 0.19
H -0.01 -1.50 0.77 0.27
H -1.54 -0.87 -1.07 0.19
H -2.41 -1.81 0.17 0.21
H -3.93 -1.57 -1.45 0.21
H -6.29 -1.88 -1.90 0.21
H -7.98 -0.40 -0.85 0.21
H -7.23 1.37 0.70 0.21
H -4.87 1.66 1.21 0.21
H -2.94 2.27 0.53 0.22
H -2.35 1.32 1.91 0.18
H -0.54 2.58 0.87 0.20
H -0.91 1.89 -0.74 0.19
H 5.57 1.15 -1.47 0.23
H 5.94 1.03 0.24 0.21
H 7.02 -0.86 -0.82 0.21
H 5.56 -1.29 -1.71 0.20
H 5.93 -2.74 0.33 0.21
H 5.77 -1.30 1.33 0.20
H 3.57 -2.36 1.26 0.23
H 3.65 -2.53 -0.48 0.22

=====

Please write out number 3 again, unchanged.
17
Properties=species:S:1:pos:R:3:nbo_charge:R:1 method="wB97M-V/def2-TZVPD" lumo_energy_ev=7.053 total_charge=-2 e_above_lowest_kj_mol=23.42 homo_energy_ha=0.010 gap_ha=0.249
C -0.81 -2.26 -1.27 0.01
O -0.35 -3.09 -2.22 -0.98
C 0.23 -1.21 -0.73 -0.45
C -0.33 0.13 -0.29 -0.42
C 0.74 1.19 0.09 -0.03
O 0.19 2.37 0.58 -0.86
H -1.68 -1.61 -1.57 0.05
H -1.17 -2.81 -0.34 0.04
H 0.86 -1.02 -1.60 0.18
H 0.90 -1.69 -0.02 0.16
H -0.83 0.54 -1.16 0.17
H -1.05 0.15 0.55 0.18
H 1.29 1.39 -0.83 0.11
H 1.45 0.75 0.82 0.13
H 0.36 2.52 1.70 0.50
H -0.29 2.06 3.23 0.41
O 0.50 2.61 3.06 -1.22